Record 1
{
  "formula": "C94H212N12O14",
  "method": "ωB97M-V/def2-TZVPD",
  "species": ["C", "C", "C", "O", "H", "H", "H", "H", "H", "H", "H", "H", "C", "C", "C", "O", "H", "H", "H", "H", "H", "H", "H", "H", "C", "C", "C", "O", "C", "N", "H", "H", "H", "H", "H", "H", "H", "H", "H", "H", "H", "C", "C", "C", "O", "C", "N", "H", "H", "H", "H", "H", "H", "H", "H", "H", "H", "H", "C", "C", "C", "O", "C", "N", "H", "H", "H", "H", "H", "H", "H", "H", "H", "H", "H", "C", "C", "C", "O", "C", "N", "H", "H", "H", "H", "H", "H", "H", "H", "H", "H", "H", "C", "C", "C", "C", "C", "C", "N", "O", "C", "C", "C", "H", "H", "H", "H", "H", "H", "H", "H", "H", "H", "H", "H", "H", "H", "H", "H", "H", "H", "H", "C", "C", "C", "C", "C", "C", "N", "O", "C", "C", "C", "H", "H", "H", "H", "H", "H", "H", "H", "H", "H", "H", "H", "H", "H", "H", "H", "H", "H", "H", "C", "C", "C", "C", "C", "C", "N", "O", "C", "C", "C", "H", "H", "H", "H", "H", "H", "H", "H", "H", "H", "H", "H", "H", "H", "H", "H", "H", "H", "H", "C", "C", "C", "C", "C", "C", "N", "O", "C", "C", "C", "H", "H", "H", "H", "H", "H", "H", "H", "H", "H", "H", "H", "H", "H", "H", "H", "H", "H", "H", "C", "C", "C", "C", "C", "C", "N", "O", "C", "C", "C", "H", "H", "H", "H", "H", "H", "H", "H", "H", "H", "H", "H", "H", "H", "H", "H", "H", "H", "H", "C", "C", "C", "C", "C", "C", "N", "O", "C", "C", "C", "H", "H", "H", "H", "H", "H", "H", "H", "H", "H", "H", "H", "H", "H", "H", "H", "H", "H", "H", "C", "C", "C", "C", "C", "C", "N", "O", "C", "C", "C", "H", "H", "H", "H", "H", "H", "H", "H", "H", "H", "H", "H", "H", "H", "H", "H", "H", "H", "H", "C", "C", "C", "C", "C", "C", "N", "O", "C", "C", "C", "H", "H", "H", "H", "H", "H", "H", "H", "H", "H", "H", "H", "H", "H", "H", "H", "H", "H", "H"],
  "coordinates": [[5.891, 2.410, 5.436], [5.241, 2.048, 4.042], [5.926, 2.938, 2.960], [5.294, 0.623, 3.738], [6.036, 3.460, 5.442], [6.901, 1.986, 5.408], [5.222, 2.149, 6.239], [4.203, 2.303, 4.028], [7.050, 2.764, 2.962], [5.795, 4.018, 3.142], [5.581, 2.734, 1.976], [5.414, 0.168, 4.627], [-7.676, -3.429, 0.307], [-6.539, -3.075, -0.663], [-6.455, -1.559, -0.823], [-5.379, -3.738, -0.125], [-7.686, -4.488, 0.574], [-8.579, -3.049, -0.161], [-7.461, -2.982, 1.282], [-6.692, -3.417, -1.717], [-5.663, -1.244, -1.490], [-6.220, -0.942, 0.064], [-7.353, -1.167, -1.253], [-4.666, -3.800, -0.809], [-0.279, -0.608, 8.525], [-0.835, 0.273, 7.388], [0.151, 0.405, 6.296], [1.455, 0.834, 6.746], [2.428, -0.246, 6.837], [-2.089, -0.263, 6.897], [0.764, -0.312, 8.815], [-0.212, -1.575, 8.062], [-0.984, -0.580, 9.366], [-1.061, 1.283, 7.746], [-0.203, 1.158, 5.651], [0.244, -0.529, 5.688], [2.479, -0.809, 5.891], [2.210, -0.934, 7.653], [3.395, 0.252, 7.036], [-1.971, -1.205, 6.537], [-2.863, -0.131, 7.535], [-3.986, -2.047, 2.500], [-4.654, -2.979, 3.564], [-4.685, -4.477, 3.065], [-5.213, -5.396, 4.097], [-6.615, -5.531, 4.022], [-3.836, -2.871, 4.797], [-4.529, -2.078, 1.538], [-2.969, -2.329, 2.300], [-3.989, -1.050, 2.911], [-5.707, -2.642, 3.755], [-3.655, -4.868, 2.824], [-5.253, -4.523, 2.161], [-6.939, -6.162, 3.139], [-7.204, -4.551, 3.887], [-7.036, -5.932, 4.957], [-3.975, -1.928, 5.186], [-4.190, -3.483, 5.508], [-4.347, 1.819, 2.207], [-3.268, 1.722, 3.282], [-2.642, 3.113, 3.613], [-1.770, 3.676, 2.645], [-0.436, 3.271, 2.756], [-3.850, 1.188, 4.455], [-4.782, 0.890, 2.014], [-3.825, 2.155, 1.300], [-5.100, 2.549, 2.481], [-2.527, 1.058, 2.752], [-2.091, 2.994, 4.568], [-3.377, 3.876, 3.819], [0.130, 3.877, 2.007], [-0.425, 2.216, 2.470], [-0.039, 3.355, 3.819], [-3.147, 0.993, 5.189], [-4.583, 1.699, 4.939], [-2.604, -1.840, -3.082], [-2.077, -3.184, -2.569], [-0.595, -3.247, -2.591], [-0.138, -4.569, -2.463], [1.252, -4.583, -2.163], [-2.688, -3.578, -1.300], [-3.626, -1.704, -2.828], [-2.357, -1.714, -4.139], [-1.941, -1.068, -2.588], [-2.521, -3.922, -3.257], [-0.169, -2.728, -1.707], [-0.161, -2.807, -3.474], [1.799, -3.860, -2.834], [1.571, -5.620, -2.205], [1.383, -4.246, -1.099], [-2.257, -3.040, -0.549], [-2.521, -4.576, -1.179], [6.351, -2.626, -3.504], [5.417, -1.425, -3.149], [6.163, -0.604, -2.038], [5.650, 0.805, -1.869], [5.581, 1.568, -3.235], [4.762, 0.775, -4.187], [5.364, -0.526, -4.394], [4.504, -1.218, -5.287], [3.255, 0.817, -3.880], [4.886, 1.510, -5.532], [4.155, -1.996, -2.595], [6.383, -3.351, -2.675], [7.353, -2.149, -3.616], [6.012, -3.113, -4.418], [6.202, -1.165, -1.107], [7.253, -0.566, -2.357], [6.409, 1.337, -1.225], [4.697, 0.901, -1.309], [6.627, 1.490, -3.523], [5.234, 2.592, -3.295], [2.553, 0.334, -4.565], [3.004, 0.428, -2.918], [2.905, 1.851, -3.839], [4.707, 0.810, -6.312], [4.143, 2.324, -5.540], [5.894, 1.918, -5.686], [3.407, -2.047, -3.363], [3.787, -1.375, -1.808], [4.302, -3.047, -2.189], [4.882, -1.195, -6.175], [-8.071, 0.845, -5.752], [-7.103, 0.201, -4.746], [-5.802, -0.080, -5.480], [-4.908, 1.165, -5.627], [-4.716, 1.731, -4.203], [-5.976, 2.080, -3.486], [-6.852, 0.865, -3.520], [-7.979, 1.116, -2.797], [-5.711, 2.420, -2.037], [-6.585, 3.319, -4.128], [-7.789, -1.203, -4.563], [-9.154, 0.806, -5.407], [-7.978, 0.300, -6.698], [-7.933, 1.943, -5.925], [-5.212, -0.740, -4.809], [-6.051, -0.663, -6.360], [-5.292, 1.911, -6.333], [-3.847, 0.995, -6.011], [-4.040, 2.621, -4.263], [-4.299, 0.928, -3.637], [-5.207, 3.326, -1.861], [-6.712, 2.535, -1.574], [-5.336, 1.534, -1.522], [-7.632, 3.417, -3.811], [-6.222, 4.229, -3.728], [-6.494, 3.304, -5.275], [-7.635, -1.770, -5.462], [-8.854, -1.269, -4.371], [-7.250, -1.734, -3.766], [-8.578, 1.592, -3.378], [-1.478, 6.564, 3.398], [-2.468, 7.317, 2.529], [-1.722, 8.640, 2.056], [-2.622, 9.365, 1.034], [-2.909, 8.418, -0.151], [-3.597, 7.086, 0.228], [-2.849, 6.560, 1.392], [-3.460, 5.351, 1.818], [-5.097, 7.166, 0.470], [-3.375, 6.142, -0.999], [-3.621, 7.741, 3.443], [-0.606, 6.271, 2.823], [-1.945, 5.729, 3.922], [-1.132, 7.315, 4.103], [-1.518, 9.341, 2.879], [-0.825, 8.351, 1.566], [-2.055, 10.184, 0.588], [-3.603, 9.724, 1.376], [-1.998, 8.155, -0.695], [-3.481, 8.952, -0.964], [-5.436, 6.264, 0.946], [-5.387, 8.060, 1.117], [-5.562, 7.328, -0.490], [-2.283, 5.791, -1.175], [-3.983, 5.244, -0.849], [-3.734, 6.659, -1.903], [-3.274, 8.550, 4.124], [-3.964, 6.875, 3.965], [-4.431, 8.252, 2.890], [-2.708, 4.725, 1.785], [0.919, -5.430, 2.453], [-0.551, -5.815, 2.645], [-0.672, -7.377, 2.560], [-0.022, -8.010, 3.837], [-0.898, -7.560, 4.999], [-0.837, -6.008, 5.156], [-1.181, -5.355, 3.934], [-1.007, -3.933, 4.102], [-1.908, -5.629, 6.164], [0.483, -5.628, 5.771], [-1.369, -5.175, 1.506], [1.465, -5.930, 1.703], [1.372, -5.543, 3.448], [0.841, -4.390, 2.145], [-1.745, -7.605, 2.546], [-0.296, -7.691, 1.491], [1.017, -7.665, 4.024], [0.071, -9.117, 3.779], [-0.728, -8.015, 5.991], [-1.940, -7.806, 4.677], [-2.840, -6.063, 5.744], [-1.685, -6.162, 7.037], [-2.008, -4.576, 6.338], [0.584, -5.940, 6.801], [1.283, -6.195, 5.287], [0.616, -4.512, 5.742], [-2.100, -5.910, 1.191], [-0.683, -4.942, 0.681], [-1.779, -4.261, 1.775], [-1.888, -3.554, 4.228], [-2.542, -2.953, -8.616], [-1.060, -2.868, -8.540], [-0.399, -2.671, -9.927], [1.020, -2.236, -9.893], [1.238, -1.092, -8.861], [0.549, -1.332, -7.521], [-0.838, -1.686, -7.748], [-1.481, -1.811, -6.478], [1.507, -2.283, -6.664], [0.560, 0.010, -6.733], [-0.678, -4.248, -7.882], [-2.836, -3.721, -9.323], [-2.990, -2.060, -9.013], [-2.975, -3.181, -7.652], [-0.583, -3.599, -10.414], [-0.982, -1.878, -10.436], [1.370, -1.924, -10.879], [1.635, -3.057, -9.506], [0.837, -0.149, -9.297], [2.278, -0.983, -8.722], [1.030, -2.615, -5.777], [1.784, -3.148, -7.291], [2.405, -1.734, -6.422], [0.135, -0.089, -5.744], [1.603, 0.348, -6.799], [-0.058, 0.750, -7.181], [0.397, -4.545, -7.750], [-1.005, -5.025, -8.568], [-1.216, -4.445, -6.877], [-2.417, -1.516, -6.659], [7.433, -1.598, 1.512], [6.778, -2.857, 2.067], [7.813, -3.756, 2.809], [7.124, -4.879, 3.570], [6.120, -4.257, 4.500], [4.990, -3.589, 3.732], [5.703, -2.544, 2.899], [4.694, -1.822, 2.007], [4.275, -4.622, 2.931], [4.101, -2.784, 4.708], [6.323, -3.697, 0.818], [7.848, -1.003, 2.340], [8.297, -1.873, 0.878], [6.710, -1.067, 0.857], [8.538, -3.977, 2.128], [8.248, -3.055, 3.537], [6.704, -5.532, 2.863], [7.932, -5.429, 4.158], [6.590, -3.453, 5.115], [5.711, -4.942, 5.285], [3.581, -5.261, 3.511], [4.976, -5.270, 2.410], [3.630, -4.140, 2.233], [3.235, -2.561, 4.060], [4.630, -1.831, 4.949], [3.703, -3.405, 5.525], [7.074, -3.515, 0.094], [6.196, -4.743, 1.094], [5.369, -3.428, 0.350], [4.802, -0.846, 2.307], [6.315, 6.994, -0.655], [5.080, 6.062, -0.647], [4.967, 5.486, 0.736], [3.662, 4.757, 1.047], [2.509, 5.755, 0.807], [2.555, 6.247, -0.649], [3.820, 6.982, -0.923], [3.899, 7.319, -2.220], [2.134, 5.139, -1.630], [1.438, 7.333, -0.775], [5.312, 4.895, -1.683], [6.001, 7.864, -0.016], [6.614, 7.211, -1.668], [7.160, 6.539, -0.048], [5.849, 4.931, 1.001], [4.997, 6.327, 1.421], [3.576, 4.295, 2.073], [3.513, 3.898, 0.439], [2.744, 6.665, 1.421], [1.564, 5.395, 1.116], [2.732, 4.234, -1.546], [1.122, 4.898, -1.396], [2.172, 5.547, -2.669], [1.628, 7.945, 0.117], [1.458, 7.883, -1.720], [0.468, 6.894, -0.685], [4.788, 3.998, -1.440], [6.393, 4.767, -1.742], [4.804, 5.316, -2.579], [4.341, 8.164, -2.265], [1.424, -1.772, 0.650], [0.835, -0.527, 1.349], [2.027, 0.405, 1.586], [2.498, 1.163, 0.382], [1.272, 1.824, -0.256], [0.084, 0.909, -0.587], [-0.266, 0.153, 0.606], [-1.321, -0.715, 0.311], [-1.033, 1.855, -1.001], [0.492, -0.013, -1.776], [0.291, -1.053, 2.630], [2.152, -1.576, -0.131], [0.624, -2.431, 0.316], [2.053, -2.238, 1.408], [1.917, 0.979, 2.530], [2.737, -0.330, 1.907], [2.798, 0.412, -0.305], [3.222, 1.903, 0.719], [1.559, 2.300, -1.176], [0.876, 2.605, 0.371], [-1.801, 1.294, -1.493], [-1.590, 2.260, -0.166], [-0.655, 2.676, -1.651], [1.512, -0.371, -1.564], [-0.124, -0.857, -1.926], [0.552, 0.554, -2.732], [-0.223, -0.188, 2.990], [1.037, -1.480, 3.239], [-0.507, -1.864, 2.570], [-2.151, -0.278, 0.695]],
  "lumo_ev": 0.55,
  "e_tot_ha": -5418.600665,
  "charge": 0,
  "mol_weight_g_mol": 1734.8,
  "homo_lumo_gap_ev": 8.42
}

=====

Record 2
{
  "formula": "C15H20N2O2Sn",
  "method": "ωB97M-V/def2-TZVPD",
  "species": ["C", "C", "H", "H", "H", "H", "H", "H", "C", "C", "C", "C", "H", "H", "H", "H", "N", "C", "C", "N", "C", "C", "C", "H", "H", "C", "H", "H", "Sn", "C", "H", "H", "H", "C", "O", "C", "O", "H", "H", "H"],
  "coordinates": [[1.383, 0.516, 3.040], [3.037, 2.542, 1.144], [0.791, 1.377, 3.354], [2.439, 0.817, 3.149], [1.208, -0.480, 3.403], [2.711, 3.402, 0.572], [2.806, 2.686, 2.222], [3.993, 2.045, 1.080], [-1.806, -0.276, 2.070], [-3.099, -0.801, 2.074], [-3.830, -0.802, 0.892], [-3.236, -0.292, -0.256], [-1.197, -0.246, 2.968], [-3.486, -1.197, 2.995], [-4.846, -1.192, 0.847], [-3.761, -0.263, -1.204], [-1.252, 0.206, 0.967], [-1.914, 0.184, -0.197], [-1.165, 0.611, -1.403], [0.091, 1.078, -1.226], [0.774, 1.460, -2.312], [-1.001, 0.859, -3.806], [0.277, 1.372, -3.605], [1.783, 1.826, -2.125], [0.904, 1.700, -4.429], [-1.739, 0.473, -2.685], [-2.737, 0.053, -2.784], [-1.433, 0.749, -4.798], [1.658, 0.908, 1.032], [2.875, -0.101, -0.414], [3.217, 0.663, -1.139], [2.267, -0.872, -0.925], [3.758, -0.597, 0.027], [-0.247, -3.068, -0.264], [0.435, -1.828, -0.250], [0.870, -1.359, 0.905], [0.764, -1.989, 1.969], [0.357, -3.874, 0.182], [-0.426, -3.289, -1.324], [-1.221, -3.001, 0.249]],
  "relative_energy_kj_mol": 492.9,
  "lumo_ev": [-10.74, -10.75],
  "e_tot_ha": -1057.073770,
  "charge": 2,
  "mol_weight_g_mol": 379.0,
  "homo_lumo_gap_ev": [4.66, 4.65]
}

=====

Record 3
{
  "formula": "C8H8NO4S2",
  "method": "ωB97M-V/def2-TZVPD",
  "species": ["C", "C", "C", "C", "C", "C", "C", "C", "N", "O", "O", "O", "O", "S", "S", "H", "H", "H", "H", "H", "H", "H", "H"],
  "coordinates": [[1.901, 0.588, -0.540], [0.463, -2.427, 0.955], [1.846, 0.954, 2.744], [2.904, -0.489, -0.920], [1.666, -1.323, -1.265], [-0.519, -0.200, -0.757], [-2.476, 0.573, 0.569], [-0.969, 0.728, 0.355], [0.820, -0.234, -0.834], [2.446, 0.140, 2.208], [1.976, 1.774, -0.322], [1.364, 1.791, 3.357], [-0.273, 0.450, 1.564], [-0.033, -3.302, 2.230], [1.536, -2.915, -0.258], [3.575, -0.232, -1.740], [3.474, -0.873, -0.079], [1.539, -1.629, -2.303], [-2.817, 1.243, 1.354], [-2.684, -0.451, 0.871], [-3.008, 0.784, -0.353], [-0.730, 1.772, 0.108], [-0.207, -0.529, 1.616]],
  "relative_energy_kj_mol": 272.2,
  "lumo_ev": [2.98, 2.98],
  "e_tot_ha": -1461.679514,
  "charge": -1,
  "mol_weight_g_mol": 246.3,
  "homo_lumo_gap_ev": [5.68, 5.67]
}

=====

Which formula does entry 2 have?
C15H20N2O2Sn